# 1
15 unconnected molecules or ions with the total composition C31H76O31 in a non-equilibrium geometry, computed with ωB97M-V with the def2-TZVPD basis set.

2S+1 ... 1
Maximum force ... 3.43 eV Å⁻¹
Net charge ... 0
E ... -96847.3786 eV
Kohn-Sham gap ... 10.49 eV

Bonds (Å) are listed after each position.
Positions of all 138 atoms, in Å:
1 C 1.84 5.34 1.24  O2 1.405, H3 1.068, H4 1.065, H5 1.138
2 O 1.02 4.21 1.03  C1 1.405, H6 0.970
3 H 1.13 6.10 1.47  C1 1.068
4 H 2.54 5.22 2.04  C1 1.065
5 H 2.42 5.57 0.29  C1 1.138
6 H 1.58 3.51 0.64  O2 0.970
7 C 5.11 -0.83 -1.28  O8 1.371, H9 1.071, H10 1.068, H11 1.117
8 O 4.79 0.51 -1.34  C7 1.371, H12 0.980
9 H 4.58 -1.38 -2.02  C7 1.071
10 H 6.13 -1.11 -1.40  C7 1.068
11 H 4.72 -1.25 -0.32  C7 1.117
12 H 4.87 0.93 -2.22  O8 0.980
13 C 0.12 5.18 -2.42  O14 1.388, H15 1.075, H16 1.072, H17 1.101
14 O -0.60 4.41 -1.52  C13 1.388, H18 0.962
15 H -0.48 5.40 -3.28  C13 1.075
16 H 0.30 6.15 -1.98  C13 1.072
17 H 1.06 4.72 -2.77  C13 1.101
18 H -0.14 4.54 -0.69  O14 0.962
19 C -3.73 -5.42 -1.06  O20 1.432, H21 1.100, H22 1.106, H23 1.109
20 O -3.22 -5.19 0.25  C19 1.432, H24 0.960
21 H -3.64 -6.46 -1.43  C19 1.100
22 H -4.78 -5.08 -1.17  C19 1.106
23 H -3.24 -4.73 -1.78  C19 1.109
24 H -2.28 -5.07 0.14  O20 0.960
25 C 2.74 -0.89 5.32  O26 1.463, H27 1.084, H28 1.080, H29 1.085
26 O 1.48 -1.12 4.61  C25 1.463, H30 0.954
27 H 3.36 -0.12 4.88  C25 1.084
28 H 2.45 -0.67 6.34  C25 1.080
29 H 3.26 -1.84 5.33  C25 1.085
30 H 0.99 -0.31 4.49  O26 0.954
31 C 4.05 2.56 1.66  O32 1.421, H33 1.083, H34 1.070, H35 1.042
32 O 3.40 2.25 0.43  C31 1.421, H36 0.945
33 H 3.25 2.66 2.38  C31 1.083
34 H 4.65 1.71 1.93  C31 1.070
35 H 4.60 3.44 1.76  C31 1.042
36 H 3.86 1.63 -0.11  O32 0.945
37 C -1.36 1.87 4.39  O38 1.411, H39 1.088, H40 1.110, H41 1.090
38 O -0.85 0.63 3.96  C37 1.411, H42 0.974
39 H -1.82 2.35 3.52  C37 1.088
40 H -2.13 1.70 5.16  C37 1.110
41 H -0.59 2.55 4.75  C37 1.090
42 H -1.60 0.00 3.93  O38 0.974
43 C -2.06 5.33 2.06  O44 1.417, H49 1.134, H50 1.085, H51 1.061
44 O -2.81 6.02 1.08  C43 1.417, C45 1.318
45 C -3.79 6.75 1.56  O44 1.318, O46 1.209, O47 1.348
46 O -4.37 6.55 2.60  C45 1.209
47 O -4.07 7.78 0.73  C45 1.348, C48 1.411
48 C -5.08 8.70 1.07  O47 1.411, H52 1.088, H53 1.090, H54 1.065
49 H -2.54 4.38 2.46  C43 1.134
50 H -1.80 5.95 2.91  C43 1.085
51 H -1.16 4.98 1.61  C43 1.061
52 H -5.20 8.71 2.15  C48 1.088
53 H -6.04 8.31 0.73  C48 1.090
54 H -4.79 9.52 0.45  C48 1.065
55 C 0.20 -7.08 -0.45  O56 1.471, H61 1.080, H62 1.075, H63 1.073
56 O 0.83 -6.55 -1.67  C55 1.471, C57 1.386
57 C 0.36 -5.25 -1.81  O56 1.386, O58 1.182, O59 1.287
58 O -0.57 -4.82 -1.22  C57 1.182
59 O 0.97 -4.55 -2.70  C57 1.287, C60 1.444
60 C 1.93 -5.16 -3.59  O59 1.444, H64 1.051, H65 1.081, H66 1.065
61 H -0.86 -7.24 -0.49  C55 1.080
62 H 0.43 -6.38 0.33  C55 1.075
63 H 0.64 -8.03 -0.21  C55 1.073
64 H 1.29 -5.73 -4.20  C60 1.051
65 H 2.64 -5.72 -3.00  C60 1.081
66 H 2.49 -4.41 -4.09  C60 1.065
67 C -1.64 2.09 -3.81  O68 1.411, H73 1.100, H74 1.101, H75 1.094
68 O -1.94 0.74 -3.54  C67 1.411, C69 1.329
69 C -3.01 0.52 -2.78  O68 1.329, O70 1.211, O71 1.367
70 O -3.87 1.27 -2.37  C69 1.211
71 O -3.00 -0.83 -2.56  C69 1.367, C72 1.444
72 C -4.08 -1.23 -1.68  O71 1.444, H76 1.096, H77 1.092, H78 1.110
73 H -0.55 2.10 -3.89  C67 1.100
74 H -1.99 2.77 -3.02  C67 1.101
75 H -2.09 2.36 -4.77  C67 1.094
76 H -5.06 -0.82 -1.95  C72 1.096
77 H -3.79 -0.92 -0.67  C72 1.092
78 H -3.99 -2.34 -1.74  C72 1.110
79 C 1.44 -4.53 3.48  O80 1.417, H85 1.054, H86 1.068, H87 1.096
80 O 2.01 -3.50 2.68  C79 1.417, C81 1.336
81 C 2.02 -3.68 1.36  O80 1.336, O82 1.216, O83 1.280
82 O 1.75 -4.71 0.78  C81 1.216
83 O 2.45 -2.64 0.74  C81 1.280, C84 1.429
84 C 2.55 -1.38 1.41  O83 1.429, H88 1.120, H89 1.077, H90 1.073
85 H 0.76 -4.98 2.81  C79 1.054
86 H 0.96 -4.05 4.30  C79 1.068
87 H 2.14 -5.22 3.95  C79 1.096
88 H 2.05 -1.43 2.41  C84 1.120
89 H 2.04 -0.64 0.82  C84 1.077
90 H 3.60 -1.20 1.50  C84 1.073
91 C -1.34 2.23 0.51  O92 1.423, H97 1.079, H98 1.122, H99 1.103
92 O -1.84 0.97 0.95  C91 1.423, C93 1.324
93 C -1.08 -0.10 0.77  O92 1.324, O94 1.236, O95 1.352
94 O 0.05 -0.16 0.29  C93 1.236
95 O -1.76 -1.19 1.22  C93 1.352, C96 1.454
96 C -1.09 -2.47 1.08  O95 1.454, H100 1.126, H101 1.082, H102 1.085
97 H -2.10 2.96 0.74  C91 1.079
98 H -1.00 1.99 -0.53  C91 1.122
99 H -0.45 2.50 1.11  C91 1.103
100 H -0.27 -2.49 1.84  C96 1.126
101 H -0.84 -2.69 0.05  C96 1.082
102 H -1.82 -3.22 1.39  C96 1.085
103 C -3.41 -3.70 6.56  O104 1.480, H109 1.131, H110 1.090, H111 1.112
104 O -3.34 -2.33 6.02  C103 1.480, C105 1.320
105 C -3.63 -2.05 4.76  O104 1.320, O106 1.188, O107 1.329
106 O -3.69 -0.91 4.43  C105 1.188
107 O -3.76 -3.16 4.04  C105 1.329, C108 1.444
108 C -4.26 -2.88 2.71  O107 1.444, H112 1.078, H113 1.095, H114 1.078
109 H -3.40 -3.47 7.67  C103 1.131
110 H -2.63 -4.40 6.27  C103 1.090
111 H -4.41 -4.09 6.28  C103 1.112
112 H -3.66 -2.12 2.26  C108 1.078
113 H -5.33 -2.64 2.78  C108 1.095
114 H -4.25 -3.81 2.17  C108 1.078
115 C 2.00 2.00 -2.44  O116 1.431, H121 1.104, H122 1.100, H123 1.104
116 O 2.21 2.28 -3.83  C115 1.431, C117 1.325
117 C 3.45 2.17 -4.31  O116 1.325, O118 1.228, O119 1.292
118 O 4.34 1.75 -3.57  C117 1.228
119 O 3.54 2.45 -5.56  C117 1.292, C120 1.378
120 C 4.72 2.09 -6.19  O119 1.378, H124 1.099, H125 1.048, H126 1.081
121 H 2.62 2.68 -1.84  C115 1.104
122 H 2.25 0.94 -2.29  C115 1.100
123 H 0.94 2.29 -2.32  C115 1.104
124 H 4.42 1.97 -7.24  C120 1.099
125 H 5.06 1.16 -5.85  C120 1.048
126 H 5.40 2.92 -6.04  C120 1.081
127 C 0.30 -0.39 -5.76  O128 1.431, H133 1.093, H134 1.077, H135 1.070
128 O 0.72 -1.17 -4.64  C127 1.431, C129 1.333
129 C 2.03 -1.24 -4.42  O128 1.333, O130 1.211, O131 1.348
130 O 2.87 -1.08 -5.29  C129 1.211
131 O 2.32 -1.52 -3.14  C129 1.348, C132 1.519
132 C 1.28 -1.34 -2.04  O131 1.519, H136 1.033, H137 1.123, H138 1.081
133 H 0.70 0.63 -5.76  C127 1.093
134 H -0.76 -0.24 -5.64  C127 1.077
135 H 0.46 -0.79 -6.74  C127 1.070
136 H 1.90 -1.37 -1.22  C132 1.033
137 H 0.39 -2.01 -2.17  C132 1.123
138 H 0.87 -0.34 -2.04  C132 1.081

***

# 2
6 unconnected molecules or ions with the total composition C31H79N5O11 in a non-equilibrium geometry, computed with ωB97M-V with the def2-TZVPD basis set.

2S+1 ... 1
Maximum force ... 9.87 eV Å⁻¹
Energy relative to the best compared isomer or geometry (same formula, charge and spin) ... 429.9 kcal/mol
Net charge ... 0
E ... -63374.6930 eV
Kohn-Sham gap ... 9.10 eV

Bonds (Å) are listed after each position.
Positions of all 126 atoms, in Å:
1 C -1.19 47.30 38.86  O2 1.333, H10 1.004, H11 1.209, H12 1.057
2 O -0.81 46.30 38.07  C1 1.333, C3 1.368
3 C 0.50 46.00 38.32  O2 1.368, C4 1.471, H13 1.156, H14 0.963
4 C 0.84 44.72 37.67  C3 1.471, N5 1.442, H15 1.147, H16 1.095
5 N 2.16 44.31 38.07  C4 1.442, C6 1.459, H17 0.993
6 C 2.75 43.20 37.31  N5 1.459, C7 1.570, H18 1.199, H19 1.082
7 C 4.26 42.99 37.69  C6 1.570, O8 1.370, H20 0.957, H21 1.213
8 O 4.62 41.80 37.12  C7 1.370, C9 1.452
9 C 6.05 41.54 37.11  O8 1.452, H22 1.100, H23 1.092, H24 1.146
10 H -0.96 48.23 38.56  C1 1.004
11 H -0.97 47.25 40.04  C1 1.209
12 H -2.21 47.57 38.85  C1 1.057
13 H 0.65 45.81 39.45  C3 1.156
14 H 1.25 46.57 38.10  C3 0.963
15 H 0.74 45.04 36.57  C4 1.147
16 H 0.22 43.82 37.65  C4 1.095
17 H 2.15 43.97 39.00  N5 0.993
18 H 2.62 43.56 36.17  C6 1.199
19 H 2.03 42.40 37.21  C6 1.082
20 H 4.44 43.18 38.61  C7 0.957
21 H 5.07 43.80 37.28  C7 1.213
22 H 6.40 41.66 38.14  C9 1.100
23 H 6.40 42.45 36.62  C9 1.092
24 H 6.31 40.48 36.75  C9 1.146
25 C 2.94 50.28 43.18  O26 1.411, H34 1.160, H35 1.096, H36 1.040
26 O 4.20 49.82 42.74  C25 1.411, C27 1.406
27 C 4.02 48.70 41.90  O26 1.406, C28 1.560, H37 1.058, H38 1.106
28 C 5.42 48.15 41.47  C27 1.560, N29 1.518, H39 1.045, H40 1.128
29 N 5.28 46.82 40.74  C28 1.518, C30 1.465, H41 1.106
30 C 6.70 46.63 40.46  N29 1.465, C31 1.503, H42 1.211, H43 1.137
31 C 6.82 45.32 39.72  C30 1.503, O32 1.469, H44 1.191, H45 1.089
32 O 8.24 44.99 39.56  C31 1.469, C33 1.456
33 C 8.44 43.63 39.08  O32 1.456, H46 0.940, H47 1.045, H48 1.012
34 H 3.24 51.19 43.84  C25 1.160
35 H 2.42 49.56 43.83  C25 1.096
36 H 2.29 50.36 42.38  C25 1.040
37 H 3.38 48.74 41.06  C27 1.058
38 H 3.52 48.04 42.63  C27 1.106
39 H 5.90 48.03 42.39  C28 1.045
40 H 5.83 49.04 40.92  C28 1.128
41 H 4.78 46.83 39.74  N29 1.106
42 H 7.67 46.67 41.19  C30 1.211
43 H 7.05 47.27 39.60  C30 1.137
44 H 6.28 45.38 38.66  C31 1.191
45 H 6.46 44.69 40.53  C31 1.089
46 H 8.15 42.91 39.61  C33 0.940
47 H 9.47 43.44 39.07  C33 1.045
48 H 8.09 43.78 38.14  C33 1.012
49 C 2.92 54.09 31.11  O50 1.403, H58 1.192, H59 1.123, H60 0.975
50 O 1.84 53.60 30.37  C49 1.403, C51 1.418
51 C 0.96 52.77 31.11  O50 1.418, C52 1.642, H61 1.210, H62 1.116
52 C 1.48 51.22 31.31  C51 1.642, N53 1.391, H63 1.171, H64 1.145
53 N 0.57 50.52 32.09  C52 1.391, C54 1.481, H65 1.026
54 C 0.77 49.06 32.03  N53 1.481, C55 1.526, H66 0.990, H67 1.145
55 C 0.14 48.45 33.28  C54 1.526, O56 1.429, H68 1.044, H69 0.985
56 O 0.37 47.04 33.41  C55 1.429, C57 1.413
57 C 0.20 46.50 34.71  O56 1.413, H70 1.056, H71 1.131, H72 0.959
58 H 3.37 54.69 30.18  C49 1.192
59 H 3.71 53.35 31.44  C49 1.123
60 H 2.66 54.62 31.89  C49 0.975
61 H -0.03 52.77 30.41  C51 1.210
62 H 0.88 53.03 32.19  C51 1.116
63 H 2.49 50.85 31.76  C52 1.171
64 H 1.84 50.89 30.28  C52 1.145
65 H -0.44 50.62 31.92  N53 1.026
66 H 1.72 48.90 31.82  C54 0.990
67 H 0.42 48.51 31.08  C54 1.145
68 H -0.88 48.65 33.34  C55 1.044
69 H 0.40 48.93 34.10  C55 0.985
70 H 0.28 45.48 34.97  C57 1.056
71 H -0.65 46.92 35.32  C57 1.131
72 H 0.98 46.80 35.18  C57 0.959
73 C 9.84 48.43 32.96  O74 1.396, H82 1.112, H83 1.093, H84 1.093
74 O 8.57 48.66 33.51  C73 1.396, C75 1.468
75 C 8.74 49.29 34.83  O74 1.468, C76 1.577, H85 0.999, H86 1.139
76 C 7.29 49.50 35.40  C75 1.577, N77 1.524, H87 0.949, H88 1.017
77 N 7.42 50.27 36.71  C76 1.524, C78 1.505, H89 1.075
78 C 6.12 50.33 37.46  N77 1.505, C79 1.516, H90 1.106, H91 1.122
79 C 6.09 51.12 38.76  C78 1.516, O80 1.364, H92 1.132, H93 0.967
80 O 4.82 51.17 39.24  C79 1.364, C81 1.443
81 C 4.64 52.03 40.39  O80 1.443, H94 0.992, H95 0.926, H96 1.105
82 H 9.60 47.99 31.96  C73 1.112
83 H 10.67 47.86 33.37  C73 1.093
84 H 10.30 49.28 32.46  C73 1.093
85 H 9.22 50.16 34.70  C75 0.999
86 H 9.51 48.69 35.42  C75 1.139
87 H 7.01 48.66 35.74  C76 0.949
88 H 6.59 50.00 34.87  C76 1.017
89 H 7.63 51.28 36.40  N77 1.075
90 H 5.52 49.40 37.55  C78 1.106
91 H 5.56 50.98 36.74  C78 1.122
92 H 6.60 52.12 38.69  C79 1.132
93 H 6.49 50.56 39.44  C79 0.967
94 H 5.06 51.85 41.27  C81 0.992
95 H 3.72 51.98 40.50  C81 0.926
96 H 5.06 52.97 39.99  C81 1.105
97 C -2.11 54.31 35.59  O98 1.318, H106 1.173, H107 1.108, H108 1.163
98 O -0.86 54.18 35.20  C97 1.318, C99 1.405
99 C -0.62 52.81 34.99  O98 1.405, C100 1.580, H109 1.062, H110 1.137
100 C 0.94 52.59 34.81  C99 1.580, N101 1.430, H111 1.160, H112 1.138
101 N 1.24 51.20 34.64  C100 1.430, C102 1.440, H113 0.942
102 C 2.62 51.06 34.24  N101 1.440, C103 1.476, H114 0.969, H115 1.131
103 C 2.84 49.64 33.86  C102 1.476, O104 1.505, H116 1.079, H117 1.137
104 O 4.25 49.47 33.38  C103 1.505, C105 1.446
105 C 4.68 48.14 33.03  O104 1.446, H118 1.050, H119 0.921, H120 1.130
106 H -2.22 55.46 35.75  C97 1.173
107 H -2.49 53.77 36.48  C97 1.108
108 H -2.98 54.20 34.82  C97 1.163
109 H -1.19 52.41 34.19  C99 1.062
110 H -0.75 52.22 35.95  C99 1.137
111 H 1.34 53.04 35.80  C100 1.160
112 H 1.18 53.18 33.87  C100 1.138
113 H 0.70 50.89 33.93  N101 0.942
114 H 3.25 51.39 34.89  C102 0.969
115 H 3.03 51.59 33.33  C102 1.131
116 H 2.14 49.45 33.06  C103 1.079
117 H 2.67 49.14 34.87  C103 1.137
118 H 4.79 47.46 33.82  C105 1.050
119 H 5.53 48.22 32.68  C105 0.921
120 H 3.93 47.63 32.35  C105 1.130
121 C 4.08 46.91 36.94  O122 1.407, H123 0.977, H124 1.138, H125 1.127
122 O 3.89 46.57 38.29  C121 1.407, H126 0.888
123 H 4.98 46.56 36.87  C121 0.977
124 H 4.13 48.04 37.11  C121 1.138
125 H 3.54 46.36 36.12  C121 1.127
126 H 3.27 45.96 38.47  O122 0.888

***

> The highest E belongs to which entry?

C31H79N5O11